Below is 4 unconnected molecules or ions with the total composition C20H44N7O7P2, with properties calculated with the ωB97M-V functional and the def2-TZVPD basis.

The geometry in XYZ format:
```
80
Properties=species:S:1:pos:R:3
C -4.82 -0.16 -1.18
C -4.03 -0.89 -1.96
C -2.63 -1.52 -2.45
N -2.02 -1.49 -3.80
C -0.77 -2.21 -3.60
O 0.05 -2.36 -4.77
C 0.22 -3.75 -5.11
N 0.49 -4.93 -5.31
N -0.46 -2.73 -2.26
P 0.92 -3.64 -1.63
P 2.76 -3.14 -2.76
O 3.14 -4.28 -3.73
O 4.05 -2.98 -1.60
O 2.67 -1.60 -3.53
C -1.64 -2.33 -1.49
N -2.12 -2.51 -0.14
C -1.09 -2.61 0.93
C -0.81 -4.20 1.27
H -5.62 0.57 -0.77
H -2.42 -1.06 -4.65
H 1.27 -3.26 -0.28
H 3.97 -2.03 -1.32
H 1.89 -1.14 -3.08
H -2.92 -3.14 -0.03
H -0.13 -2.01 0.75
H -1.56 -2.19 1.90
H 0.32 -4.36 1.52
H -1.02 -4.89 0.36
H -1.41 -4.56 2.19
C 4.57 1.24 -3.13
C 3.17 1.85 -3.14
C 3.12 3.28 -3.71
O 3.59 4.29 -2.82
C 5.01 4.43 -2.79
N 2.61 1.79 -1.78
H 5.19 1.64 -2.33
H 4.51 0.16 -2.98
H 5.08 1.42 -4.08
H 2.55 1.22 -3.79
H 2.07 3.54 -3.91
H 3.64 3.35 -4.68
H 5.46 4.26 -3.77
H 5.44 3.76 -2.05
H 5.23 5.45 -2.48
H 1.64 2.11 -1.82
H 3.08 2.51 -1.23
C -6.02 1.59 4.79
C -5.84 2.47 3.56
C -6.07 1.72 2.22
O -4.99 0.87 1.83
C -5.00 -0.40 2.45
N -4.50 3.08 3.60
H -5.18 0.91 4.95
H -6.11 2.21 5.69
H -6.93 0.99 4.71
H -6.58 3.27 3.62
H -6.15 2.47 1.43
H -7.02 1.17 2.23
H -6.01 -0.78 2.62
H -4.45 -0.37 3.39
H -4.48 -1.10 1.79
H -4.42 3.74 2.83
H -3.82 2.35 3.37
C 3.01 1.71 3.04
C 1.66 1.12 2.64
C 1.56 -0.40 2.92
O 2.25 -1.22 1.97
C 3.64 -1.36 2.21
N 1.40 1.43 1.23
H 3.80 1.47 2.33
H 2.94 2.81 3.08
H 3.32 1.37 4.03
H 0.90 1.61 3.26
H 0.50 -0.68 2.84
H 1.87 -0.65 3.94
H 3.87 -1.38 3.28
H 4.19 -0.56 1.71
H 3.96 -2.30 1.77
H 0.46 1.11 1.00
H 2.00 0.83 0.67
```

Calculated values
**2S+1**: 1
**Orbital gap**: 6.8 eV
**E_tot**: -64777.61215 eV
**Total charge**: +1
**Highest occupied orbital energy**: -11.30 eV

Here are the Mulliken charges for atoms 1 to 8, given in e: atom 1 (C): -0.11, atom 2 (C): -0.58, atom 3 (C): 0.14, atom 4 (N): 0.01, atom 5 (C): -0.17, atom 6 (O): -0.21, atom 7 (C): 0.44, atom 8 (N): -0.33